A cluster of 2 separate species, C9H13NO in total at a distorted geometry, computed with ωB97M-V with the def2-TZVPD basis set.

Properties
Multiplicity = 1
Kohn-Sham gap = 9.9 eV
LUMO energy = 0.789 eV
HOMO energy = -9.06 eV

XYZ file:
```
24
Properties=species:S:1:pos:R:3:lowdin_charge:R:1
C 1.25434 0.70073 -1.56992 -0.0979
C 0.64084 -2.60485 0.00617 -0.0908
C -0.72123 -2.79102 -0.14775 -0.1283
C 1.29311 -1.46494 -0.54436 -0.0754
C 0.54578 -0.54891 -1.26231 -0.3455
C -1.40156 -1.92805 -0.96456 -0.0988
C -0.82078 -0.70949 -1.39271 -0.0485
H 1.48924 -3.16120 0.42286 0.0979
H -1.19622 -3.60594 0.29159 0.0777
H 2.46945 -1.22225 -0.26331 0.1636
H -2.52299 -2.26959 -1.26115 0.1504
H 0.65897 1.62634 -1.60912 0.0750
H 1.67484 0.56816 -2.59846 0.0990
H -1.34824 0.11666 -1.99245 0.1433
H 2.17121 0.83745 -1.00174 0.0539
C -1.14713 1.75737 2.32840 -0.0195
C -0.30583 1.95063 1.15141 -0.5462
O -0.64559 2.51472 0.08187 0.0119
N 0.99629 1.73474 1.52300 0.1716
H -0.99669 2.62053 3.04191 0.1185
H -1.18906 0.99205 3.00950 0.0547
H 1.73041 1.72332 0.76810 0.1168
H 1.33089 1.27739 2.25663 0.0410
H -2.10641 2.06729 1.99346 0.0754
```